(1)
A molecular structure, C56H49BrN12ReS4, computed with ωB97M-V with the def2-TZVPD basis set.

The spin multiplicity is 2. The relative energy (zero: lowest compared OMol25 entry of this formula, charge and spin) comes out at 0.000 eV. The calculation puts the energy at -192245.130 eV. The orbital gap (spin up / spin down) is 0.22174 / 0.22408 hartree. The LUMO energy (spin up / spin down) comes out at -5.66 / -5.34 eV. As for the total charge: +2. Its highest occupied orbital energy (spin up / spin down) is -11.6906 / -11.4416 eV.

Cartesian coordinates (Å):
C -2.783 -3.077 -0.446
C -4.224 1.514 -1.440
N 0.632 1.440 -1.882
H -4.506 1.450 -0.399
C -2.638 0.858 3.023
N 3.216 -0.421 -1.959
C 3.018 -4.094 -2.060
N 4.328 3.170 2.313
C -3.204 0.718 -1.944
H -5.254 -5.242 -1.242
H -5.057 -0.499 1.779
C 4.838 2.539 3.342
H 0.201 -1.349 4.478
H 0.426 4.968 3.180
C 4.744 2.570 -5.131
C -3.342 3.070 3.550
C -3.371 -1.722 2.327
C 0.891 2.987 3.849
C -5.262 -3.151 -1.704
C 0.002 3.508 1.671
C -3.835 -3.916 3.129
C 0.899 -3.642 -1.471
C 3.581 2.485 1.474
H 5.853 4.181 3.926
H -6.692 -2.272 2.331
C 0.304 -1.451 -4.649
H 2.887 2.995 -1.776
H -6.220 -3.185 -2.205
C -4.724 -1.460 2.150
H 5.212 0.194 -1.926
H 5.289 2.458 -6.059
C 0.444 -1.443 -6.029
N -2.558 0.234 0.511
S 0.571 -0.430 1.712
N 4.572 1.246 3.652
H 1.309 0.925 4.242
N 5.639 3.229 4.168
C -3.051 2.108 2.592
H -0.346 4.228 0.943
C -4.861 2.398 -2.295
C 0.014 2.442 -2.014
H 1.971 1.213 -3.822
C 4.225 0.663 -1.891
C -2.906 -2.933 2.818
H -2.730 1.280 6.365
H 5.117 0.763 4.345
Re 1.056 -0.479 -1.591
H 3.095 -1.502 1.327
H 1.229 3.310 4.824
C 3.336 -2.640 4.519
C 2.815 -2.731 -2.053
C 0.498 1.250 2.267
H -0.139 -3.689 -1.191
H -5.653 3.032 -1.920
C -4.482 2.475 -3.629
H -0.277 1.834 0.355
N 1.505 -2.441 -1.696
H -2.001 0.163 -3.626
S -2.320 -0.466 -0.966
H -3.498 -4.869 3.513
H -4.987 3.166 -4.290
N -0.982 -0.767 -1.430
C 2.838 -1.711 2.358
C -2.513 0.540 4.372
C 1.704 0.560 -5.831
C 1.548 0.462 -4.466
H -4.989 -1.054 -2.065
H 2.744 4.764 -3.502
H -5.906 -4.455 3.173
H -3.667 4.053 3.238
C 0.436 3.917 2.924
C -2.810 1.509 5.312
H -3.164 1.745 -5.155
H 4.106 1.145 -0.925
C -4.574 -1.948 -1.622
H 2.247 1.400 -6.237
C 3.685 -1.611 -2.159
C 1.165 -0.432 -6.631
C 3.999 3.717 -4.895
C 2.080 -2.265 4.984
H 4.674 -2.703 2.843
C -5.189 -3.679 2.941
H 1.573 -5.724 -1.563
C 3.709 -2.380 3.209
H -0.027 -2.223 -6.607
H -3.454 3.527 5.638
N 0.884 -0.541 -3.848
H 1.790 -2.486 6.002
C 3.391 2.874 -2.727
C -3.222 2.772 4.899
Br -0.857 -2.765 -3.976
H 5.394 0.681 -4.353
H 4.021 -3.153 5.182
N 2.933 1.934 0.683
C 4.122 1.713 -2.964
C -3.341 -1.925 -0.988
H -3.135 2.320 1.536
C -4.717 -4.306 -1.167
C 0.032 2.166 1.335
C 4.803 1.572 -4.168
H 4.744 -1.763 -2.358
H 6.096 2.810 4.955
H 3.968 4.504 -5.637
H -1.816 -3.029 0.040
C 3.317 3.866 -3.694
H -2.206 -0.452 4.679
H -3.049 -5.176 -0.130
N 1.106 -0.572 0.353
H -1.847 -3.098 2.949
C 1.596 -1.330 2.842
S -0.766 3.812 -2.183
N -0.869 -1.096 2.126
C -3.459 1.676 -4.117
C -3.477 -4.270 -0.538
S -2.255 -0.430 1.869
C -5.634 -2.454 2.460
H 1.280 -0.411 -7.707
C 1.782 -4.675 -1.683
C -2.810 0.789 -3.273
H 3.935 -4.607 -2.300
C 1.194 -1.614 4.141
H 4.108 0.678 2.961
C 0.931 1.639 3.526

Atomic partial charges in e from the Löwdin method, atoms 1 to 5:
1. C -0.104
2. C -0.072
3. N -0.125
4. H 0.099
5. C -0.312

(2)
A molecular structure, C56H49FGeN3O7PtTe, computed with ωB97M-V with the def2-TZVPD basis set.

The spin multiplicity is 3. The calculation puts the energy at -147440.378 eV. The orbital gap (spin up / spin down) is 0.20417 / 0.24150 hartree. The LUMO energy (spin up / spin down) comes out at 1.07 / 1.07 eV. As for the total charge: -1. Its highest occupied orbital energy (spin up / spin down) is -4.4856 / -5.5051 eV.

Cartesian coordinates (Å):
H 0.812 1.907 2.736
C -2.694 -5.268 1.169
H -1.544 3.986 3.687
H -4.753 -4.753 -1.461
C -5.206 -2.196 2.786
Pt -0.546 -0.463 -1.046
C 3.583 3.408 1.344
C -4.009 1.715 -3.650
H 6.902 1.779 3.318
H 1.213 0.103 0.659
C -3.018 -1.368 2.352
H -0.149 5.171 -1.873
H -3.256 6.158 3.396
H -0.542 -4.748 -6.755
H -0.038 -5.522 -2.579
C -4.260 0.494 -3.060
C -0.234 5.251 0.283
C 2.838 -4.165 1.584
H 5.767 3.211 -3.714
C 1.999 -0.432 -2.584
H 1.678 1.927 -3.912
H -2.221 -0.061 3.861
H 6.349 1.140 -2.494
C -0.217 2.070 2.409
C 2.236 -0.161 0.927
H -4.691 -5.924 0.719
H -0.415 1.356 1.607
O -6.320 -3.578 1.319
O -3.298 0.733 5.861
H 0.982 -3.098 1.605
C 3.810 -4.774 0.803
C -3.254 -0.097 -2.304
C -1.165 4.350 2.737
C -0.177 -3.444 -3.115
C -2.013 0.517 -2.154
C -0.350 -2.557 -4.174
O 2.313 -1.623 -2.525
H 5.871 0.633 4.176
H 4.688 -5.208 1.265
H -0.826 2.221 -2.703
H -0.138 6.802 -1.198
H -0.390 -1.490 -3.985
H 2.682 -0.649 0.055
C -2.766 -3.969 -1.269
C 1.715 -3.605 0.987
O -0.684 -1.566 1.954
C -1.609 -3.868 -0.491
N 0.758 0.039 -2.386
C 5.329 1.312 -2.816
H -2.353 7.553 2.798
H -0.877 1.848 3.247
C -3.831 -5.359 0.380
C -3.866 -4.700 -0.841
C 2.707 1.767 -3.616
H -0.245 -6.347 -4.886
C 4.349 0.370 -2.544
C 5.919 1.645 3.775
N -4.248 0.027 5.591
H 2.187 -0.896 1.730
C 3.035 0.598 -2.937
H -0.622 -2.316 -6.286
H 2.441 5.232 1.222
H -2.654 -5.776 2.126
H -2.642 3.316 -4.002
C -1.446 5.652 2.348
H 2.955 -4.118 2.661
F -4.989 2.304 -4.386
C -3.061 -0.662 3.543
H -5.226 0.022 -3.188
H 5.175 3.992 2.642
H -6.165 -1.556 4.601
Ge -0.060 -2.863 -1.238
N -6.374 -3.004 2.386
C -5.286 -1.504 3.980
C -4.100 -2.144 1.956
H 1.312 5.785 -1.124
C -1.795 1.741 -2.778
C -1.773 -1.247 1.505
C -0.274 -5.281 -4.693
H -1.212 7.087 0.779
C -0.441 -4.385 -5.739
C 1.540 -3.648 -0.396
C -2.253 6.560 3.236
O -5.267 -0.042 6.250
H 4.582 -0.551 -2.023
H -1.785 6.666 4.217
C 5.001 2.476 -3.499
C -4.196 -0.737 4.332
H 2.437 -4.261 -2.249
H -0.728 -4.469 1.377
H 4.415 -5.272 -1.197
H 4.196 5.458 1.205
C -2.796 2.358 -3.522
C 4.824 1.882 2.770
C -1.599 -4.523 0.740
C 3.385 4.818 0.858
C -0.983 6.080 1.113
H -2.802 -3.480 -2.239
H 3.439 3.605 -4.441
C 4.575 3.162 2.283
C 2.797 2.335 0.890
C -0.484 -3.023 -5.476
H -3.453 -1.046 -1.813
C 3.030 1.038 1.362
C 2.532 -4.250 -1.170
C -0.152 -4.811 -3.391
C -0.432 3.482 1.935
H 4.221 -0.167 2.664
H 5.847 2.347 4.608
C 3.654 -4.812 -0.577
O -7.335 -3.018 3.131
C 3.693 2.699 -3.905
H -4.086 -2.690 1.021
C 4.049 0.839 2.297
C 0.223 5.784 -1.050
C 0.063 3.950 0.708
Te 1.252 2.690 -0.524
H 3.353 4.850 -0.232
O -2.033 -0.754 0.344

Atomic partial charges in e from the Löwdin method, atoms 1 to 5:
1. H 0.086
2. C -0.094
3. H 0.119
4. H 0.103
5. C -0.102

(3)
A molecular structure, C56H49GeN2P2STl, computed with ωB97M-V with the def2-TZVPD basis set.

The spin multiplicity is 1. The calculation puts the energy at -152464.441 eV. The orbital gap is 0.11572 hartree. The LUMO energy comes out at 4.01 eV. As for the total charge: -2. Its highest occupied orbital energy is 0.8606 eV.

Cartesian coordinates (Å):
C 6.999 0.362 -1.803
H 0.580 -2.264 1.728
C -3.876 -2.371 -1.620
C -0.759 -0.287 -4.357
H -2.253 -0.912 1.042
C 2.858 4.425 -3.184
C -2.119 -1.994 0.969
H -2.731 5.635 -5.850
H 2.843 -5.060 -0.915
C 6.038 1.239 -2.180
P -0.035 -0.099 2.629
C -0.610 1.836 -0.789
C -3.377 -5.301 4.684
C -3.401 6.012 -3.842
H -3.331 -5.387 -3.951
C -3.647 1.741 2.880
C 1.010 2.851 -3.452
H -3.995 6.877 -4.116
N 4.791 0.823 -2.457
Tl 0.710 0.161 -0.378
C -2.687 5.314 -4.814
C 1.814 -5.016 -0.577
H 1.049 4.461 -2.032
P -1.221 -2.249 -0.687
C -1.922 4.209 -4.453
C 0.953 -0.041 4.171
C -0.260 -3.792 -0.371
H 0.169 -2.398 3.452
C 4.378 -0.491 -2.362
H 3.288 5.282 -2.676
C 1.245 -6.112 0.055
C 6.654 -1.020 -1.698
Ge -0.710 2.171 -2.626
H -1.872 -4.879 0.548
C -4.281 1.129 3.953
H -0.767 -2.120 -5.490
H 3.571 2.171 -5.617
H 1.322 1.382 -4.994
H -4.104 -2.746 2.577
H -1.391 -5.994 5.115
H -4.524 -0.084 -5.172
H -3.866 -6.009 5.342
C 1.070 -3.857 -0.777
S 2.801 -0.841 -2.690
H -4.026 -1.487 -1.006
C -3.497 -4.552 -3.278
H -3.448 1.691 -3.835
H -5.200 -4.381 4.021
H 2.449 -1.359 3.369
N -1.470 -2.509 2.167
H -4.153 2.520 2.322
H 3.534 0.599 7.026
H 7.404 -1.746 -1.408
C 2.201 -0.674 4.175
H 6.208 2.302 -2.275
C -4.749 -3.951 -3.217
C 1.596 3.964 -2.828
H 4.574 4.124 -4.464
H -1.371 3.667 -5.220
C -3.338 5.593 -2.516
C -2.706 -1.201 -5.446
C 1.744 2.234 -4.471
C 1.597 1.081 6.227
C -0.828 -4.904 0.254
H 0.290 -0.384 -4.080
C -1.483 0.823 -3.904
C 5.393 -1.423 -1.955
H 1.356 1.772 7.026
C -3.460 -0.134 -4.964
C 3.581 3.779 -4.191
C -0.150 -1.995 2.497
H 7.996 0.711 -1.580
H -5.281 1.437 4.239
C -3.633 0.121 4.661
H -5.568 -4.323 -3.821
H -5.886 -2.346 -2.365
C -4.119 -4.389 3.941
C -2.099 -3.432 2.986
H -0.263 1.395 5.204
H 4.093 1.489 -2.782
H -3.892 6.133 -1.753
H -3.178 -1.980 -6.038
C -1.361 -4.370 3.730
C 2.818 0.421 6.232
C -1.709 0.341 3.220
C -1.992 -5.279 4.564
C -1.355 -1.278 -5.134
C -3.499 -3.468 3.110
C -2.365 1.346 2.507
C 3.013 2.688 -4.839
C -2.351 -0.270 4.296
C -2.568 4.483 -2.169
C -4.926 -2.848 -2.396
H -1.480 -4.561 -2.557
C -2.635 -3.017 -1.605
H -1.842 -1.052 4.852
H -4.132 -0.366 5.491
H -0.533 -6.910 0.966
H -3.090 -2.460 0.860
H 1.518 -2.995 -1.261
H 5.106 -2.460 -1.865
C -1.849 3.768 -3.127
H -1.865 1.795 1.640
C 0.685 0.868 5.200
C -0.080 -6.056 0.473
H -2.515 4.148 -1.133
H 1.832 -7.008 0.222
H 4.072 -0.965 5.182
C 3.116 -0.453 5.196
C -2.451 -4.083 -2.495
H -0.285 -4.406 3.621
C -2.851 0.861 -4.203

Atomic partial charges in e from the Löwdin method, atoms 1 to 5:
1. C -0.105
2. H 0.042
3. C -0.103
4. C -0.127
5. H 0.061

(4)
A molecular structure, C56H50N7PTa, computed with ωB97M-V with the def2-TZVPD basis set.

The spin multiplicity is 1. The relative energy (zero: lowest compared OMol25 entry of this formula, charge and spin) comes out at 0.889 eV. The calculation puts the energy at -80131.904 eV. The orbital gap is 0.18667 hartree. The LUMO energy comes out at -9.26 eV. As for the total charge: +3. Its highest occupied orbital energy is -14.3438 eV.

Cartesian coordinates (Å):
C 2.328 1.058 5.050
C -1.796 0.624 -5.116
H -1.048 -3.649 4.385
H -5.019 -2.240 3.380
H 0.409 -4.629 2.530
C 1.738 -0.199 2.241
H -2.403 -4.803 2.516
Ta -0.783 -0.281 0.427
C -0.276 -3.841 -1.701
C -5.295 4.780 1.854
H -4.068 -4.281 2.202
H -1.499 -2.747 -5.005
H 4.654 1.569 -4.810
H -5.978 4.783 2.693
H -2.903 4.724 -1.175
C 1.426 -2.183 1.257
C -1.495 2.531 1.334
C -1.649 -1.589 -6.752
H -4.356 2.939 2.440
H -3.659 -5.057 3.736
C 2.153 -5.262 -0.303
H -1.761 1.516 -4.510
C 0.421 1.893 2.294
H -1.949 1.767 -6.911
H 1.668 0.219 5.238
H 5.580 0.196 -1.588
P 2.064 0.391 -1.683
C -1.808 -0.332 -7.319
C -3.764 1.841 -1.635
C 3.647 -0.781 -4.241
N -0.528 1.530 1.344
N 4.415 1.479 -2.735
C 3.205 2.726 3.552
H 2.469 -4.779 -1.221
C 2.514 -2.316 2.161
C -0.973 -1.789 -2.346
H -4.486 6.596 -0.885
H 3.246 3.172 2.564
N 4.281 -0.941 -2.850
N 0.969 -0.872 1.299
H -6.036 6.620 1.042
H -1.863 -0.217 -8.393
C 1.502 1.103 2.697
C -4.387 3.743 1.713
H -1.342 -3.620 -3.573
C -1.624 -0.731 -3.038
C 3.848 1.576 -4.076
H 3.071 -3.223 2.337
H 3.157 -7.101 -0.744
C 2.724 -1.096 2.740
H -4.702 -3.042 4.926
C -1.865 0.775 -6.487
C 0.939 -3.159 0.382
C 5.169 0.290 -2.593
C 0.032 3.134 2.874
C -3.299 -4.375 2.967
H 3.045 1.140 7.063
C -1.964 -3.180 4.747
C -2.574 2.589 0.448
C -4.282 -2.380 4.170
C -5.333 5.807 0.922
C 2.140 -7.183 1.141
C 2.370 1.634 3.781
H 1.222 1.441 -3.732
H 5.977 0.256 -3.324
C -1.714 -0.648 -4.509
H 3.733 -1.203 -0.826
C 3.431 1.686 -1.683
H -4.620 2.495 -1.582
C 3.945 2.654 5.838
C -0.893 -3.158 -2.714
N -1.881 0.707 -1.014
H 3.299 2.511 -4.177
C 0.097 -2.900 -0.713
C 1.382 -4.557 0.620
C -4.470 5.789 -0.165
H 4.553 3.055 6.638
H 1.069 -0.310 -3.838
C 1.007 -5.176 1.812
C 3.104 1.576 6.075
C -2.247 0.296 -2.284
H -0.093 -4.901 -1.644
C 3.999 3.223 4.573
H -2.391 -3.819 5.519
H 4.459 -0.819 -4.967
C -3.582 4.738 -0.331
H 1.064 -6.968 2.984
H 2.656 -1.986 -1.987
H 3.481 -0.833 3.460
C 2.539 -6.566 -0.036
C -1.145 3.517 2.297
H -4.014 0.794 -3.540
H -1.710 4.411 2.505
H -1.716 -2.219 5.198
H 2.975 -1.625 -4.396
H -4.076 -1.416 4.636
C -2.759 1.728 -0.644
N -0.401 -1.649 -1.085
H 2.975 2.669 -1.814
C -2.427 -2.135 2.598
H 0.572 3.647 3.652
H -1.573 -2.463 -7.386
C 1.372 -6.489 2.065
C -1.599 -1.744 -5.380
C 3.238 -1.082 -1.792
H 4.659 4.058 4.381
C 1.738 0.499 -3.534
H 4.873 -1.774 -2.854
C -2.993 -3.011 3.614
H 2.433 -8.206 1.338
C -3.440 0.983 -2.650
C -3.533 3.712 0.611
H 3.930 1.683 -0.712
C -1.954 -1.398 1.746
N 2.953 0.450 -4.333

Atomic partial charges in e from the Löwdin method, atoms 1 to 5:
1. C -0.033
2. C -0.043
3. H 0.074
4. H 0.095
5. H 0.108

Which of these has the lowest total charge? C56H49GeN2P2STl

Which value of energy does entry 1 give? -192245.130 eV